Molecular formula: C43H79F4NO15S
Method: DFT, ωB97M-V/def2-TZVPD

Kohn-Sham gap	0.311	hartree
LUMO energy	0.33	eV
E_tot	-3666.62703	Eh
net charge	0
F_max	0.9	eV Å⁻¹
HOMO	-8.1	eV

CARTESIAN COORDINATES (ANGSTROEM)
C1 2.385 -5.937 0.837
C2 3.157 -5.277 0.213
C3 4.144 -4.604 -0.600
C4 3.632 -3.896 -1.827
C5 4.228 -4.177 -3.035
C6 3.820 -3.512 -4.165
F1 4.439 -3.770 -5.336
C7 2.835 -2.566 -4.150
C8 2.238 -2.282 -2.936
C9 2.625 -2.944 -1.783
N1 1.988 -2.637 -0.556
O1 0.638 -3.137 -0.747
C10 -0.087 -3.410 0.446
C11 -1.072 -4.523 0.090
C12 -2.551 -4.191 0.266
C13 -2.987 -3.893 1.700
C14 1.960 -1.220 -0.324
C15 2.479 -0.743 0.870
C16 3.092 -1.699 1.842
C17 3.744 -1.088 3.075
C18 2.786 -0.717 4.155
F2 2.590 -1.713 5.025
F3 3.212 0.334 4.870
F4 1.573 -0.379 3.692
C19 2.438 0.609 1.071
C20 1.905 1.480 0.152
C21 1.974 2.926 0.496
O2 3.154 3.514 -0.108
C22 4.297 3.316 0.604
C23 5.285 2.406 -0.025
O3 4.474 3.828 1.674
C24 1.389 1.019 -1.060
C25 0.809 1.968 -2.070
C26 -0.609 1.642 -2.561
C27 -1.545 1.076 -1.510
C28 -1.872 2.067 -0.400
C29 -2.006 1.377 0.953
C30 -2.563 2.271 2.047
O4 -2.385 3.670 1.772
C31 -1.177 4.159 2.061
C32 -1.069 5.619 1.795
O5 -0.287 3.486 2.512
C33 1.463 -0.356 -1.283
S1 0.991 -1.049 -2.840
H1 1.712 -6.512 1.408
H2 4.661 -3.866 0.009
H3 4.894 -5.320 -0.909
H4 5.020 -4.891 -3.130
H5 2.553 -2.036 -5.042
H6 0.577 -3.737 1.233
H7 -0.620 -2.510 0.748
H8 -0.854 -5.375 0.724
H9 -0.882 -4.828 -0.932
H10 -3.131 -5.043 -0.073
H11 -2.846 -3.366 -0.374
H12 -3.344 -4.782 2.204
H13 -2.217 -3.417 2.292
H14 -3.820 -3.203 1.682
H15 2.371 -2.447 2.146
H16 3.863 -2.243 1.313
H17 4.327 -0.227 2.790
H18 4.406 -1.830 3.500
H19 2.837 1.030 1.977
H20 1.150 3.489 0.096
H21 2.010 3.077 1.564
H22 5.063 1.386 0.266
H23 6.269 2.635 0.354
H24 5.312 2.443 -1.106
H25 0.752 2.925 -1.585
H26 1.489 2.052 -2.911
H27 -1.053 2.550 -2.937
H28 -0.549 0.979 -3.411
H29 -1.183 0.144 -1.089
H30 -2.476 0.833 -2.011
H31 -1.100 2.829 -0.343
H32 -2.808 2.570 -0.627
H33 -1.031 0.989 1.227
H34 -2.663 0.524 0.828
H35 -3.629 2.124 2.133
H36 -2.140 2.037 3.011
H37 -1.897 6.005 1.220
H38 -1.038 6.111 2.758
H39 -0.126 5.814 1.308
C34 -0.090 -7.699 3.822
O6 -0.325 -7.346 2.461
H40 0.986 -7.707 3.972
H41 -0.537 -6.972 4.505
H42 -0.484 -8.693 4.050
H43 -1.275 -7.337 2.317
C35 -0.344 5.666 -2.185
O7 -1.247 5.095 -3.127
H44 -0.267 4.970 -1.352
H45 0.651 5.808 -2.615
H46 -0.711 6.624 -1.808
H47 -1.322 5.701 -3.868
C36 -4.766 4.828 -1.057
O8 -4.293 5.198 0.234
H48 -5.706 5.351 -1.223
H49 -4.061 5.111 -1.843
H50 -4.951 3.750 -1.107
H51 -3.470 4.722 0.392
C37 7.209 0.139 2.304
O9 6.659 -0.453 1.125
H52 6.388 0.315 2.992
H53 7.936 -0.531 2.770
H54 7.686 1.097 2.085
H55 7.384 -0.601 0.512
C38 6.479 -0.979 -6.612
O10 5.777 -0.931 -5.378
H56 7.150 -0.124 -6.636
H57 7.072 -1.894 -6.702
H58 5.798 -0.913 -7.465
H59 5.183 -1.685 -5.353
C39 -3.403 -1.171 4.547
O11 -3.150 -0.953 3.165
H60 -4.224 -1.880 4.615
H61 -2.529 -1.593 5.050
H62 -3.693 -0.246 5.053
H63 -2.421 -0.335 3.093
C40 8.600 -5.614 -2.462
O12 7.250 -5.894 -2.822
H64 8.655 -5.637 -1.378
H65 9.283 -6.366 -2.865
H66 8.910 -4.626 -2.812
H67 7.196 -5.880 -3.782
C41 -8.675 4.183 0.219
O13 -7.893 5.147 0.918
H68 -9.723 4.380 0.425
H69 -8.511 4.254 -0.860
H70 -8.421 3.174 0.558
H71 -6.973 4.947 0.722
C42 -6.953 0.381 1.399
O14 -7.065 0.714 0.019
H72 -5.893 0.294 1.624
H73 -7.385 1.157 2.036
H74 -7.436 -0.574 1.621
H75 -8.000 0.791 -0.190
C43 -11.928 6.378 -1.203
O15 -11.682 4.992 -1.421
H76 -11.834 6.556 -0.135
H77 -11.198 7.001 -1.727
H78 -12.935 6.661 -1.521
H79 -11.759 4.822 -2.363

=====

Molecular formula: C43H85N3O28
Method: DFT, ωB97M-V/def2-TZVPD

Kohn-Sham gap	0.372	hartree
LUMO energy	0.09	eV
E_tot	-3960.25491	Eh
net charge	0
F_max	3.4	eV Å⁻¹
HOMO	-10.0	eV

CARTESIAN COORDINATES (ANGSTROEM)
C1 -2.611 -1.636 6.464
N1 -3.250 -0.322 6.458
O1 -4.337 -0.276 5.907
O2 -2.644 0.598 6.915
H1 -2.800 -2.081 5.492
H2 -3.002 -2.198 7.314
H3 -1.568 -1.453 6.659
C2 -5.341 -0.646 2.692
N2 -4.001 -1.162 2.247
O3 -3.300 -1.681 3.087
O4 -3.753 -1.080 1.067
H4 -5.996 -1.479 2.503
H5 -5.692 0.162 2.063
H6 -5.304 -0.389 3.753
C3 -1.308 2.548 -3.831
N3 -1.798 3.291 -2.548
O5 -2.988 3.332 -2.332
O6 -0.943 3.765 -1.831
H7 -2.167 1.972 -4.121
H8 -0.457 1.969 -3.462
H9 -1.037 3.366 -4.468
O7 0.508 -4.006 2.237
C4 1.159 -3.736 1.260
O8 0.893 -4.150 0.012
C5 -0.398 -4.726 -0.235
C6 -1.450 -3.702 -0.077
C7 2.580 -3.154 1.156
H10 -0.589 -5.526 0.499
H11 -0.205 -5.144 -1.236
H12 -1.282 -2.922 -0.838
H13 -1.539 -3.312 0.917
H14 -2.415 -4.179 -0.307
H15 3.198 -4.054 1.159
H16 2.814 -2.512 1.997
H17 2.779 -2.622 0.228
O9 -5.268 -1.466 -3.203
C8 -4.157 -1.033 -3.226
O10 -3.859 0.209 -3.579
C9 -4.943 1.019 -4.033
C10 -5.281 0.840 -5.411
C11 -2.837 -1.730 -2.882
H18 -4.602 2.030 -3.803
H19 -5.822 0.844 -3.384
H20 -4.451 1.161 -6.051
H21 -6.080 1.555 -5.533
H22 -5.646 -0.123 -5.770
H23 -2.634 -1.568 -1.850
H24 -1.954 -1.460 -3.481
H25 -2.950 -2.802 -3.059
O11 3.386 -0.980 -6.522
C12 2.198 -1.003 -6.576
O12 1.361 -0.324 -5.770
C13 1.934 0.398 -4.671
C14 2.645 1.626 -5.195
C15 1.341 -1.785 -7.548
H26 2.643 -0.287 -4.195
H27 1.068 0.625 -4.024
H28 3.617 1.372 -5.620
H29 2.756 2.325 -4.328
H30 2.028 2.172 -5.976
H31 1.901 -2.236 -8.381
H32 0.578 -1.083 -7.961
H33 0.963 -2.633 -7.017
O13 4.641 -1.800 -1.886
C16 4.581 -0.569 -1.816
O14 5.359 0.288 -2.543
C17 6.420 -0.233 -3.296
C18 7.786 -0.136 -2.625
C19 3.575 0.294 -1.123
H34 6.456 0.336 -4.239
H35 6.277 -1.295 -3.473
H36 8.152 0.891 -2.602
H37 8.499 -0.681 -3.259
H38 7.885 -0.608 -1.649
H39 3.627 0.213 -0.064
H40 2.615 -0.015 -1.507
H41 3.766 1.347 -1.352
O15 1.610 -5.556 7.420
C20 0.709 -4.963 6.869
O16 0.812 -3.726 6.464
C21 2.062 -3.028 6.618
C22 1.733 -1.760 5.964
C23 -0.699 -5.460 6.615
H42 2.801 -3.625 6.159
H43 2.252 -2.922 7.738
H44 1.328 -1.877 4.943
H45 2.508 -1.024 5.889
H46 0.983 -1.174 6.486
H47 -0.956 -5.233 5.567
H48 -1.383 -4.826 7.232
H49 -0.779 -6.523 6.803
O17 -2.452 4.745 3.585
C24 -3.276 3.880 3.468
O18 -3.744 3.395 2.325
C25 -3.262 3.967 1.067
C26 -3.929 5.210 0.656
C27 -3.989 3.218 4.617
H50 -3.525 3.185 0.408
H51 -2.168 4.074 1.114
H52 -4.955 5.096 0.287
H53 -3.351 5.688 -0.133
H54 -4.092 5.969 1.414
H55 -4.846 3.830 4.842
H56 -3.337 3.186 5.476
H57 -4.361 2.222 4.316
O19 -0.670 2.042 4.752
C28 0.075 2.400 5.656
O20 0.788 3.531 5.661
C29 0.768 4.354 4.416
C30 1.873 5.393 4.554
C31 0.332 1.639 6.949
H58 -0.212 4.822 4.440
H59 0.884 3.704 3.524
H60 1.850 6.071 3.670
H61 2.873 4.968 4.692
H62 1.687 5.943 5.436
H63 1.395 1.496 7.127
H64 -0.258 0.759 6.867
H65 0.088 2.210 7.864
O21 0.243 -5.151 -3.883
C32 0.970 -4.428 -4.462
O22 1.446 -4.630 -5.749
C33 0.909 -5.829 -6.382
C34 1.445 -5.724 -7.819
C35 1.629 -3.235 -3.828
H66 -0.185 -5.812 -6.276
H67 1.294 -6.696 -5.899
H68 0.888 -4.908 -8.285
H69 1.361 -6.645 -8.375
H70 2.492 -5.413 -7.739
H71 1.513 -3.210 -2.730
H72 1.189 -2.291 -4.181
H73 2.673 -3.226 -4.148
C36 1.945 5.388 -2.425
C37 2.602 5.089 -1.089
C38 1.746 5.584 0.085
O23 1.293 4.341 0.710
C39 1.812 3.267 0.066
O24 1.581 2.155 0.404
O25 2.639 3.651 -0.946
H74 2.048 6.461 -2.609
H75 0.893 5.169 -2.365
H76 2.442 4.843 -3.203
H77 3.600 5.498 -1.095
H78 0.861 6.115 -0.275
H79 2.309 6.200 0.811
C40 0.342 -0.264 2.641
C41 -0.572 -0.346 1.455
C42 -1.418 0.888 1.119
O26 -1.516 0.813 -0.374
C43 -0.403 0.153 -0.768
O27 0.004 0.160 -1.893
O28 0.235 -0.506 0.238
H80 1.031 0.554 2.446
H81 0.900 -1.211 2.712
H82 -0.141 -0.052 3.595
H83 -1.214 -1.195 1.501
H84 -0.934 1.812 1.435
H85 -2.445 0.786 1.448

=====

Look up the Kohn-Sham gap of the first one.
0.311 hartree

=====

The lowest HOMO belongs to which entry?
C43H85N3O28

=====

Which of these has the highest LUMO energy?
C43H79F4NO15S

=====

Which of these has the highest F_max?
C43H85N3O28